Molecular formula: C14H11N
Method: DFT, ωB97M-V with the def2-TZVPD basis set

XYZ file:
```
26
Properties=species:S:1:pos:R:3:forces:R:3
N 0.1946 2.7277 -0.0333 -1.775 1.578 1.917
C 0.0638 1.2263 -0.1157 -1.703 2.415 -1.083
C 1.2853 -0.8824 -0.1577 0.531 -0.449 3.774
C 2.4650 -1.6040 0.3251 -0.526 -1.734 -1.214
C -3.8073 -1.0230 -0.0649 4.965 -2.110 -0.552
C -1.1799 -0.9379 -0.1710 -0.495 0.471 -2.215
C -2.5085 -1.6530 -0.4203 -3.800 0.145 1.508
C -3.6821 0.3583 0.3083 -2.538 -0.579 -0.774
C 2.6637 1.0131 -0.2369 1.600 2.349 0.974
C 3.7273 -1.1074 0.0969 1.483 -4.678 1.080
C 3.8680 0.2265 -0.2270 -1.553 5.553 -1.022
C -2.6061 1.1113 0.0556 2.309 -0.038 -0.910
C -1.2019 0.5202 -0.3654 -0.891 0.931 3.938
C 0.0907 -1.5325 0.0196 -3.490 -2.345 -1.371
C 1.3063 0.5473 -0.1395 1.137 -1.118 -1.001
H 4.6711 1.0898 -0.4849 -0.812 -3.421 0.873
H 0.8221 3.0109 0.9000 -2.642 -0.861 -3.220
H -4.7026 -1.7066 -0.0186 0.950 1.336 -0.248
H 4.5153 -2.0381 0.2388 -1.276 3.275 -0.329
H -2.7847 -2.7360 -0.7839 1.885 1.926 0.855
H 2.9087 2.1540 -0.1326 -0.919 -2.157 -0.750
H -0.8851 3.5415 -0.1725 4.380 -3.943 1.012
H 2.3255 -2.7151 0.7423 0.272 2.662 -1.259
H -2.9394 2.1427 0.1765 1.471 0.262 -0.188
H 0.0120 -2.6466 0.1192 0.607 1.056 0.076
H -4.6216 0.9128 0.5418 0.832 -0.524 0.130
```
Forces are in eV/Å.

Energy above the lowest of the compared OMol25 structures with the same formula, charge and spin: 645.2 kJ/mol
Calculated total energy: -594.603110 Eh

Charges computed using natural (NBO), reported in e: N -0.872; C 0.230; C -0.035; C -0.167; C -0.211; C -0.026; C -0.206; C -0.255; C -0.158; C -0.246; C -0.255; C -0.180; C -0.089; C -0.202; C -0.147; H 0.255; H 0.397; H 0.231; H 0.234; H 0.230; H 0.209; H 0.404; H 0.221; H 0.217; H 0.213; H 0.209